244
Properties=species:S:1:pos:R:3 method="wB97M-V/def2-TZVPD" energy_ev=-131184.7417 orbital_gap_ev=5.04 total_charge=+1
Be 18.61 20.89 19.16
Cl 19.47 16.84 18.70
O 20.85 16.95 18.84
O 18.91 15.82 19.49
O 18.96 18.08 19.14
O 19.10 16.69 17.30
C 22.57 12.70 21.74
C 22.36 12.04 20.37
C 21.46 12.91 19.41
O 21.26 12.38 18.07
C 20.53 13.29 17.23
N 23.67 11.89 19.80
H 22.93 13.73 21.66
H 23.29 12.18 22.37
H 21.62 12.76 22.27
H 21.89 11.06 20.46
H 21.92 13.90 19.40
H 20.46 13.09 19.83
H 20.33 12.88 16.24
H 21.10 14.21 17.08
H 19.56 13.54 17.67
H 23.33 11.98 18.85
H 24.12 12.79 19.91
C 25.67 15.33 18.28
C 26.19 14.24 19.20
C 27.66 14.59 19.66
O 28.45 14.38 18.50
C 29.03 13.13 18.39
N 25.24 14.17 20.33
H 26.45 15.50 17.53
H 25.68 16.23 18.90
H 24.62 15.28 18.00
H 26.12 13.28 18.69
H 27.93 13.94 20.49
H 27.71 15.62 20.02
H 29.57 13.16 17.45
H 28.27 12.35 18.36
H 29.74 12.93 19.19
H 25.30 15.03 20.85
H 25.61 13.49 20.98
C 21.91 16.35 22.27
C 20.95 17.52 22.59
C 20.99 17.96 24.03
O 20.57 16.93 24.89
C 20.82 17.13 26.28
N 21.35 18.56 21.68
H 22.90 16.64 22.62
H 21.86 16.05 21.22
H 21.55 15.50 22.85
H 19.92 17.28 22.31
H 20.21 18.72 24.16
H 22.01 18.27 24.24
H 21.87 17.08 26.56
H 20.34 16.30 26.81
H 20.35 18.02 26.68
H 22.33 18.68 21.87
H 21.42 18.12 20.78
C 10.70 14.85 18.21
C 11.83 15.32 19.21
C 13.02 14.33 19.49
O 13.91 14.78 20.47
C 15.03 13.90 20.69
N 12.45 16.62 18.96
H 9.91 15.60 18.16
H 10.23 13.91 18.49
H 11.09 14.70 17.20
H 11.42 15.45 20.21
H 13.50 14.13 18.53
H 12.48 13.44 19.82
H 15.60 14.23 21.55
H 15.67 13.83 19.81
H 14.78 12.85 20.88
H 12.17 17.17 19.76
H 13.41 16.57 19.27
C 26.16 17.55 14.77
C 25.24 17.17 13.62
C 24.06 16.28 14.02
O 24.50 14.98 14.45
C 23.50 14.25 15.15
N 24.80 18.42 13.08
H 27.03 18.15 14.52
H 26.39 16.66 15.36
H 25.61 18.09 15.54
H 25.84 16.70 12.84
H 23.49 16.19 13.10
H 23.52 16.80 14.81
H 23.82 13.23 15.36
H 22.59 14.08 14.57
H 23.20 14.75 16.07
H 24.35 18.21 12.20
H 25.65 18.83 12.73
C 16.58 10.63 23.38
C 17.62 10.96 22.21
C 18.66 12.03 22.52
O 18.07 13.34 22.55
C 19.00 14.37 22.84
N 18.34 9.67 22.03
H 15.81 9.96 23.00
H 15.89 11.46 23.55
H 17.05 10.22 24.28
H 17.18 11.10 21.23
H 19.34 11.97 21.67
H 19.23 11.72 23.39
H 18.43 15.30 22.91
H 19.86 14.46 22.17
H 19.37 14.29 23.86
H 17.72 8.89 21.87
H 18.77 9.76 21.12
C 16.62 19.57 14.93
C 16.89 20.19 16.32
C 16.21 19.37 17.44
O 16.30 20.09 18.67
C 15.32 21.11 18.82
N 18.30 20.22 16.63
H 16.95 18.53 14.93
H 17.10 20.15 14.14
H 15.54 19.65 14.81
H 16.47 21.20 16.33
H 16.73 18.43 17.59
H 15.22 18.91 17.32
H 14.29 20.76 18.69
H 15.60 21.90 18.13
H 15.32 21.50 19.84
H 18.52 19.26 16.40
H 18.79 20.86 16.01
C 25.94 18.87 20.64
C 24.91 18.29 21.67
C 25.53 17.55 22.85
O 26.11 16.31 22.44
C 26.70 15.41 23.45
N 24.11 19.45 22.11
H 26.57 18.08 20.24
H 26.72 19.50 21.07
H 25.52 19.39 19.77
H 24.24 17.57 21.20
H 24.79 17.22 23.58
H 26.23 18.18 23.41
H 27.74 15.70 23.60
H 26.74 14.42 23.00
H 26.11 15.35 24.37
H 24.64 20.12 22.64
H 23.81 19.94 21.28
C 22.13 19.81 16.56
C 21.98 20.65 17.87
C 23.30 21.43 18.12
O 23.20 22.12 19.33
C 24.39 22.57 19.86
N 20.80 21.53 17.72
H 21.29 19.12 16.44
H 23.04 19.22 16.51
H 22.12 20.43 15.67
H 21.88 19.93 18.69
H 23.50 22.07 17.26
H 24.14 20.74 18.09
H 24.92 23.25 19.20
H 25.09 21.79 20.15
H 24.21 23.11 20.79
H 21.10 22.45 18.01
H 20.75 21.62 16.71
C 17.09 11.61 17.76
C 15.81 10.84 17.29
C 14.64 11.04 18.26
O 13.55 10.23 17.87
C 12.48 10.27 18.81
N 15.52 11.22 15.89
H 17.37 11.33 18.78
H 16.83 12.66 17.90
H 17.88 11.42 17.03
H 15.95 9.76 17.33
H 14.37 12.09 18.30
H 15.00 10.77 19.25
H 12.09 11.29 18.83
H 12.68 10.09 19.87
H 11.83 9.43 18.58
H 16.14 10.72 15.27
H 14.63 10.85 15.60
C 19.80 17.96 13.14
C 21.27 17.86 12.81
C 21.50 17.90 11.31
O 22.92 17.68 11.09
C 23.24 17.92 9.71
N 21.92 18.98 13.47
H 19.27 17.15 12.64
H 19.48 18.88 12.65
H 19.63 17.98 14.21
H 21.67 16.94 13.24
H 21.34 18.92 10.98
H 20.90 17.20 10.72
H 24.14 17.42 9.33
H 23.45 18.99 9.67
H 22.48 17.75 8.94
H 21.89 19.84 12.95
H 22.93 18.90 13.44
C 15.66 15.52 16.58
C 16.05 15.02 15.10
C 17.52 14.72 14.81
O 17.67 14.26 13.52
C 19.01 13.99 13.16
N 15.10 13.97 14.79
H 16.17 16.42 16.91
H 16.11 14.79 17.25
H 14.59 15.64 16.72
H 15.80 15.89 14.49
H 17.79 13.97 15.56
H 18.13 15.62 14.88
H 19.17 13.51 12.20
H 19.33 13.31 13.95
H 19.64 14.89 13.13
H 15.41 13.68 13.87
H 15.32 13.17 15.37
C 21.08 21.62 23.03
C 20.42 22.26 21.85
C 20.85 23.66 21.49
O 20.66 24.65 22.49
C 21.20 25.92 22.08
N 20.68 21.39 20.71
H 22.15 21.46 22.87
H 20.75 20.63 23.35
H 20.96 22.20 23.95
H 19.36 22.17 22.09
H 20.36 23.98 20.57
H 21.91 23.58 21.24
H 21.03 26.21 21.05
H 22.26 25.92 22.33
H 20.74 26.67 22.73
H 21.55 21.69 20.30
H 20.94 20.48 21.07
C 16.36 18.07 21.33
C 16.75 19.32 22.12
C 17.00 19.16 23.66
O 17.40 20.40 24.28
C 17.74 20.22 25.63
N 17.83 19.99 21.45
H 17.24 17.44 21.22
H 16.12 18.38 20.31
H 15.62 17.46 21.84
H 15.92 20.02 21.96
H 17.75 18.38 23.80
H 16.06 18.84 24.12
H 17.21 19.45 26.19
H 17.46 21.16 26.12
H 18.80 20.02 25.78
H 18.06 20.70 22.13
H 18.59 19.35 21.63

=====

43
Properties=species:S:1:pos:R:3 method="wB97M-V/def2-TZVPD" energy_ev=-160458.1560 orbital_gap_ev=8.55 total_charge=+1
C 2.91 -0.15 2.00
C 2.61 -0.08 0.35
O 3.51 -0.76 -0.37
N 1.51 0.80 -0.07
C 2.11 2.08 -0.66
C 0.40 0.25 -0.90
C 0.75 -0.92 -1.98
N 0.35 -2.33 -1.61
C -1.14 -2.36 -1.48
C -1.88 -1.29 -0.54
C -1.04 0.07 -0.10
C -2.15 1.26 -0.51
C -1.63 2.79 -0.50
N -2.71 3.77 -0.03
C -0.94 0.11 1.53
Br -1.66 1.62 2.71
C -0.35 -0.98 2.41
C 0.24 -2.37 1.81
Br -0.27 -0.80 4.45
H 2.72 -1.22 2.44
H 2.37 0.72 2.57
H 4.08 0.06 2.10
H 2.36 1.84 -1.79
H 3.13 2.33 -0.11
H 1.31 2.93 -0.61
H 0.19 1.17 -1.65
H 1.88 -0.92 -2.36
H 0.13 -0.71 -2.99
H 0.57 -2.92 -2.47
H 0.89 -2.77 -0.84
H -1.59 -2.25 -2.59
H -1.46 -3.46 -1.14
H -2.19 -1.81 0.49
H -2.93 -1.04 -1.05
H -3.15 1.08 0.11
H -2.44 0.99 -1.63
H -1.27 3.18 -1.56
H -0.72 2.91 0.23
H -2.30 4.41 0.72
H -3.43 3.21 0.51
H 0.46 -3.10 2.74
H 1.26 -2.31 1.25
H -0.49 -3.00 1.14

=====

37
Properties=species:S:1:pos:R:3 method="wB97M-V/def2-TZVPD" energy_ev=-45640.8620 orbital_gap_ev=9.42 total_charge=+1
C 0.76 2.84 1.83
C 1.93 1.83 1.30
B 1.64 1.13 -0.16
O 2.52 1.58 -1.30
C 0.50 -0.03 -0.47
C 1.25 -1.40 -1.00
C 2.75 -1.64 -0.39
N 3.00 -2.72 0.47
C -0.39 0.52 -1.78
O -1.61 1.23 -1.39
C -2.57 0.34 -0.70
C -3.79 -0.22 -1.64
F -4.14 0.64 -2.80
F -5.02 -0.26 -0.77
F -3.60 -1.65 -2.09
C -1.79 -0.89 0.10
N -0.50 -0.25 0.64
P 0.08 -1.25 1.99
S -0.52 -3.14 1.80
H -0.05 2.21 2.43
H 1.28 3.55 2.65
H 0.31 3.54 1.01
H 2.92 2.49 1.20
H 2.21 1.02 2.13
H 2.56 0.87 -2.00
H 0.57 -2.38 -0.90
H 1.39 -1.26 -2.18
H 3.71 -0.99 -0.65
H 2.11 -3.24 0.61
H -0.67 -0.44 -2.42
H 0.23 1.21 -2.49
H -3.09 1.00 0.15
H -2.52 -1.24 0.95
H -1.51 -1.77 -0.62
H -0.82 0.68 1.04
H -0.63 -0.77 3.19
H 1.48 -1.14 2.29